Entry from the OMol25 dataset: C9H29IN10O15P as an isolated structure in a non-equilibrium geometry (ωB97M-V with the def2-TZVPD basis set).

Output
Strongest force on any atom: 2.7 eV Å⁻¹
HOMO: -12.15 eV
Total charge: +1
Calculated total energy: -2674.626899 Eh
Kohn-Sham gap: 8.094 eV

Atoms and positions in Å:
I  5.993  -1.783  -3.646
P  1.681  0.714  -4.565
O  -0.804  2.208  -1.032
O  2.175  -6.654  0.910
O  6.747  -4.212  -4.314
O  -7.164  5.453  5.267
O  -0.204  -3.381  -2.384
O  -2.012  0.465  -0.665
O  -2.593  5.590  6.373
O  -0.918  3.623  3.961
O  0.024  -6.811  1.021
O  -3.803  3.837  6.694
O  2.987  1.721  -4.724
O  -1.675  -4.174  -3.748
O  -7.884  5.555  7.300
O  7.598  -4.410  -6.284
O  -2.434  2.872  2.627
N  -1.230  1.323  -0.313
N  2.106  -0.906  -5.127
N  -3.022  4.689  7.066
N  4.157  -1.287  -6.236
N  -1.239  -3.307  -3.028
N  4.004  -1.322  -3.907
N  7.289  -4.857  -5.211
N  -1.950  3.739  3.335
N  1.049  -6.352  0.565
N  -7.439  4.958  6.342
C  7.583  -6.294  -4.956
C  -2.559  4.617  8.478
C  0.907  -5.332  -0.510
C  -2.670  5.033  3.445
C  -7.204  3.496  6.486
C  3.473  -1.179  -5.078
C  -2.012  -2.042  -2.908
C  -0.758  1.278  1.096
C  1.409  0.476  -2.754
H  -3.436  4.697  9.113
H  -1.629  1.374  1.738
H  -1.872  5.435  8.658
H  7.048  -6.874  -5.703
H  2.651  2.527  -5.138
H  3.671  -0.746  -6.945
H  -2.066  3.658  8.610
H  0.375  -5.795  -1.334
H  -0.262  0.321  1.243
H  1.897  -5.016  -0.818
H  -0.069  2.099  1.258
H  -7.490  3.195  7.487
H  0.344  -4.501  -0.101
H  2.250  0.833  -2.149
H  -2.000  5.812  3.091
H  -2.282  -1.917  -1.864
H  -1.366  -1.235  -3.242
H  -6.147  3.320  6.314
H  1.818  -0.959  -6.100
H  5.087  -0.875  -6.182
H  -3.564  4.984  2.834
H  1.231  -0.576  -2.501
H  -2.896  -2.113  -3.531
H  -7.812  2.991  5.741
H  8.657  -6.428  -5.053
H  -2.919  5.178  4.500
H  3.421  -1.205  -3.090
H  7.248  -6.545  -3.957
H  0.500  1.018  -2.455